1.
Below is a molecular structure, C17H57F6FeN9O18S2, with properties calculated with wB97M-V/def2-TZVPD.

Energy (hartree): -5188.10393
Total charge: +1
LUMO energy (alpha / beta) (eV): -2.79 / -7.39
Spin multiplicity: 6
<S²>: 8.760
Orbital gap (alpha / beta) (eV): 8.1 / 3.5

Cartesian coordinates (Å):
Fe 1.556 4.361 1.121
C 0.733 0.092 0.130
F 1.217 -0.039 1.338
F 0.842 -1.060 -0.491
F -0.537 0.450 0.219
S 1.603 1.491 -0.763
O 2.924 0.909 -0.980
O 0.845 1.654 -2.003
O 1.624 2.633 0.135
C -1.677 2.087 3.492
F -0.734 1.190 3.754
F -2.196 1.746 2.292
F -2.655 1.971 4.357
S -0.989 3.852 3.431
O 0.004 3.869 2.333
O -2.158 4.647 3.161
O -0.401 4.103 4.738
C -0.239 -3.279 4.607
C -0.653 -1.827 4.683
C -1.191 -1.428 6.077
O -2.609 -1.576 6.107
C -3.150 -1.142 7.316
N 0.564 -1.021 4.485
H -1.108 -3.948 4.615
H 0.494 -3.611 5.342
H 0.254 -3.518 3.658
H -1.310 -1.564 3.844
H -0.906 -0.393 6.257
H -0.748 -2.124 6.791
H -4.192 -0.819 7.240
H -2.605 -0.340 7.823
H -3.241 -1.943 8.066
H 0.698 -0.691 3.547
H 0.565 -0.199 5.068
C 0.338 -2.343 -3.209
C 1.326 -3.440 -3.622
C 2.578 -2.884 -4.317
O 2.137 -2.106 -5.422
C 3.138 -1.311 -6.022
N 1.593 -4.104 -2.380
H -0.555 -2.680 -2.676
H -0.095 -1.950 -4.136
H 0.755 -1.531 -2.615
H 0.934 -4.083 -4.408
H 3.056 -3.712 -4.854
H 3.286 -2.369 -3.664
H 3.629 -1.884 -6.812
H 3.923 -0.940 -5.352
H 2.722 -0.384 -6.418
H 0.968 -4.889 -2.201
H 1.729 -3.506 -1.551
C -3.942 -1.065 1.804
C -3.141 -1.960 0.875
C -3.510 -1.957 -0.602
O -4.845 -2.272 -0.860
C -5.121 -2.827 -2.132
N -1.690 -1.742 1.057
H -3.619 -1.118 2.843
H -5.002 -1.345 1.820
H -4.055 -0.027 1.475
H -3.273 -3.002 1.188
H -2.827 -2.600 -1.175
H -3.315 -0.948 -1.013
H -5.014 -3.912 -2.182
H -4.543 -2.303 -2.900
H -6.171 -2.569 -2.274
H -1.479 -0.794 0.750
H -1.548 -1.789 2.061
O 3.091 -2.736 1.028
H 2.122 -2.733 0.985
H 3.347 -3.623 0.755
O 0.391 -3.378 0.120
H -0.282 -2.763 0.544
H -0.006 -4.254 0.196
O 2.430 3.035 2.653
H 2.837 2.136 2.781
H 2.538 3.449 3.520
O 4.989 1.083 -2.923
H 4.223 0.898 -2.353
H 5.735 0.665 -2.480
O 4.634 -1.108 0.825
H 4.907 -0.190 0.697
H 4.052 -1.287 0.079
O 3.614 0.540 2.974
H 3.740 -0.137 2.284
H 3.829 0.076 3.790
C 2.048 5.225 -2.150
O 1.907 4.996 -0.927
N 1.570 4.462 -3.134
N 2.790 6.304 -2.532
H 1.713 4.762 -4.080
H 1.025 3.635 -2.943
H 3.364 6.662 -1.790
H 2.560 6.838 -3.348
C -0.299 0.890 -5.286
O -0.440 0.839 -6.516
N -1.140 1.682 -4.572
N 0.744 0.367 -4.582
H -1.060 1.733 -3.571
H -1.871 2.178 -5.034
H 1.391 -0.325 -4.922
H 0.764 0.575 -3.586
C -2.065 3.856 -0.965
O -0.998 3.796 -0.342
N -2.296 4.657 -2.049
N -3.161 3.209 -0.504
H -3.247 4.845 -2.295
H -1.527 5.159 -2.451
H -4.003 3.181 -1.043
H -2.955 2.610 0.278

Forces on the atoms, in the same order (eV/Å):
-1.0 -1.1 -0.8
0.6 2.2 -0.2
0.4 -0.2 0.9
0.1 -0.1 -0.6
-0.5 0.7 -0.4
1.2 -1.0 -1.4
-0.7 0.2 0.4
0.0 0.2 1.1
-0.3 -1.4 -0.3
0.3 0.7 -1.1
0.2 0.0 0.2
0.1 0.2 -0.3
0.0 0.2 0.6
-0.7 1.6 1.7
-0.1 -0.1 -0.1
0.2 -0.7 -0.5
0.1 -0.9 -1.1
-0.4 -1.1 -0.9
1.4 0.8 0.2
-0.9 -0.9 -1.2
0.4 0.4 -0.4
-0.9 -0.3 1.6
0.8 -0.2 0.6
0.0 0.1 0.4
-0.2 0.4 0.4
0.0 0.4 -0.1
-0.7 -0.2 0.7
-0.1 0.1 0.4
0.2 0.3 0.3
0.2 0.2 -0.7
0.2 0.1 -0.4
0.5 -0.2 -0.2
0.0 -0.1 -0.4
0.0 0.1 0.0
-1.4 0.7 -0.1
0.9 0.1 -0.5
0.4 0.0 -1.5
-0.6 0.6 1.3
1.2 0.4 -0.6
-1.2 0.4 -0.6
0.3 -0.5 0.2
0.5 0.1 -0.2
0.4 -0.3 -0.3
-0.6 -0.4 0.6
0.4 -0.4 1.0
-0.1 0.2 0.1
-0.1 0.1 -0.1
-0.2 -0.4 0.4
-0.4 -0.4 -0.3
0.4 -0.2 0.2
0.3 -0.2 0.1
-1.6 0.2 -0.4
0.0 -1.3 0.5
0.6 1.1 -0.7
0.0 -0.5 0.8
-0.6 0.9 0.2
-0.1 0.0 -0.4
0.3 0.1 -0.1
0.2 -0.5 0.0
0.8 0.1 0.0
-0.4 0.1 0.2
0.0 -0.3 0.3
0.0 0.1 0.1
0.3 0.0 0.1
0.1 -0.3 -0.1
0.0 -0.3 -0.3
-0.3 -0.7 0.6
0.2 0.2 -0.1
-1.2 -0.9 -0.3
0.1 -0.4 0.1
0.0 -0.1 0.2
-0.1 -0.5 0.0
-0.3 -0.2 -0.5
0.0 0.1 0.3
0.8 0.2 0.6
-0.1 0.2 -0.6
-0.3 0.0 0.0
-0.1 -0.3 0.0
0.2 0.2 0.0
0.0 0.1 0.0
0.9 1.6 -0.1
0.3 0.0 -0.2
-0.1 0.0 0.3
0.0 -0.1 0.0
0.0 0.0 -0.1
-0.1 0.1 0.1
0.3 0.5 0.6
0.1 -0.1 0.4
-0.5 0.1 0.2
-0.1 -0.5 0.4
0.1 -0.3 -0.1
-0.1 0.0 0.2
-0.1 0.6 -0.2
0.3 0.1 -0.1
0.2 0.9 -2.7
0.4 -0.8 1.2
0.1 -0.1 1.4
-0.3 0.1 1.1
-0.1 0.1 0.0
-0.1 0.0 -0.3
-0.5 0.1 -0.4
0.3 0.0 -0.4
0.6 0.8 1.3
-0.4 0.0 -1.2
0.4 -0.6 0.0
0.5 -0.2 -0.1
0.0 0.3 -0.3
-0.2 0.2 0.1
-0.2 -0.3 0.2
-0.5 0.0 0.0


2.
Below is 2 unconnected molecules or ions with the total composition C3H3NS, with properties calculated with wB97M-V/def2-TZVPD.

Relative energy (zero: lowest compared OMol25 entry of this formula, charge and spin) (kcal/mol): 111.8
Energy (hartree): -568.83943
Total charge: 0
LUMO energy (alpha / beta) (eV): -1.32 / -1.32
Spin multiplicity: 1
Orbital gap (alpha / beta) (eV): 7.5 / 7.5

Cartesian coordinates (Å):
C 1.761 1.562 0.216
C 0.625 1.158 0.090
C -1.454 -0.323 -0.092
N -0.584 -1.231 -0.212
S -2.914 0.306 0.085
H 2.787 1.844 0.344
H 0.456 -1.109 -0.178
H -0.677 -2.207 -0.253

Forces on the atoms, in the same order (eV/Å):
0.7 -0.1 0.1
-1.8 -0.7 -0.2
-1.4 3.0 0.8
3.5 -0.8 -0.1
2.6 -1.3 -0.5
-0.3 0.1 -0.1
-1.4 1.4 0.0
-1.8 -1.6 -0.1